[1]
Molecular formula: C23H70B2CoN2O13
Method: DFT, ωB97M-V with the def2-TZVPD basis set

Each line ends with the Mulliken charge.
CARTESIAN COORDINATES (ANGSTROEM)
Co -0.213553 1.005378 -2.978553  -0.2618
B -0.564593 1.095708 -0.715823  3.2058
H -0.339693 1.995708 -1.266883  -0.2166
H -0.285703 0.236088 -1.305313  -0.7488
H -0.048073 1.094798 0.231517  -0.9730
H -1.627783 0.985468 -0.568453  -0.0963
B 0.319087 0.276818 -5.054623  1.6024
H -0.346773 1.085928 -4.797283  -0.5097
H 1.229967 0.688518 -5.460883  -0.3021
H 0.526487 -0.193922 -4.106143  -0.7467
H -0.166763 -0.441502 -5.696663  -0.3621
C -4.402573 3.619608 0.368517  -0.4557
C -3.269903 4.053058 -0.634813  0.6178
O -3.669043 3.845338 -1.932743  -0.6153
O -5.571763 4.345478 0.196757  -0.5796
H -4.037253 3.962658 1.336487  0.3518
H -4.666753 2.562138 0.376687  0.2664
H -2.429013 3.394368 -0.417733  -0.4442
H -2.972533 5.101708 -0.639643  0.3516
H -4.464893 4.378528 -1.995343  0.3655
H -6.126053 4.246518 0.974287  0.3170
C -2.650953 -1.245412 1.268477  -0.4132
C -1.784963 -0.543972 2.356737  0.0172
O -1.634873 0.818468 2.063707  -0.6181
O -1.873823 -1.535372 0.110577  -0.5066
H -3.526993 -0.611372 1.131907  0.1358
H -3.002903 -2.225442 1.590627  0.4612
H -0.822873 -1.039302 2.487617  -0.1677
H -2.331523 -0.599002 3.298197  0.4638
H -1.196523 0.990988 1.227237  -0.1207
H -1.433953 -0.709302 -0.103263  -0.0629
C -3.053803 -0.251052 -3.329003  -0.7000
C -3.164723 1.192498 -3.806993  -0.5832
O -2.175493 2.035298 -3.172733  -0.5076
O -1.736853 -0.744972 -3.166273  -0.2556
H -3.603653 -0.778772 -4.108283  0.5444
H -3.534763 -0.270462 -2.351053  0.2465
H -4.134603 1.595118 -3.514873  0.4485
H -3.109563 1.232648 -4.894863  0.3052
H -2.663853 2.640668 -2.610023  0.2017
H -1.851793 -1.687832 -3.305563  0.1613
C 2.294487 2.026528 -2.003703  0.1908
C 1.892587 3.101088 -2.963323  -0.5464
O 0.535447 2.964458 -3.434393  -0.3462
O 1.925067 0.808068 -2.607083  -0.1931
H 1.744827 2.217418 -1.082003  -0.5112
H 3.352527 2.033178 -1.741803  0.5253
H 2.578967 3.188948 -3.805493  0.3164
H 1.912397 4.074448 -2.473143  0.4431
H 0.291837 3.863798 -3.665573  0.3048
H 2.753147 0.542998 -3.014043  0.3144
C 1.045327 -0.990812 8.675817  -0.7280
O 0.681367 -0.724762 7.292297  -0.2775
C 1.823417 -0.462412 6.503277  -0.5011
C 1.287557 -0.213802 5.082077  -0.5496
N 2.390437 -0.148602 4.084717  -0.4327
C 1.797037 0.205358 2.806617  -0.1572
C 2.998157 0.558518 1.911297  -0.2079
O 3.880697 1.509678 2.456397  -0.3734
C 4.990857 1.791358 1.621597  -0.6555
H 1.631807 -0.149342 9.044687  0.2995
H 1.462197 -1.996572 8.728447  0.2849
H 0.043267 -0.938092 9.101477  0.2373
H 2.307467 -1.431632 6.383297  0.3194
H 2.433697 0.391008 6.798807  0.3360
H 0.891837 0.801028 5.122437  0.3071
H 0.507867 -0.887962 4.727537  0.3073
H 3.060627 0.588798 4.249607  0.3173
H 1.220397 1.130318 2.801087  0.1774
H 1.165107 -0.584812 2.401157  -0.0333
H 2.545107 0.940888 0.996617  -0.2473
H 3.498717 -0.384132 1.690027  0.7314
H 5.458397 2.651078 2.101607  0.2763
H 4.722547 1.993448 0.584647  0.0994
H 5.644087 0.918818 1.614427  0.3543
C 1.408937 -2.401042 -0.480483  -0.2971
O 1.767367 -3.480452 -1.392183  -0.5008
C 1.272917 -3.270222 -2.756383  0.4242
C 1.079437 -4.645822 -3.457343  -1.1156
N 0.017307 -5.426812 -2.765803  -0.2077
C -0.068073 -6.760422 -3.277133  -0.7812
C -1.048573 -7.614452 -2.425573  -0.5309
O -0.794563 -7.625072 -0.995243  -0.2924
C -1.619433 -8.592812 -0.333823  -0.7608
H 0.374917 -2.553642 -0.171263  0.3317
H 1.479997 -1.377272 -0.847823  -0.0310
H 2.072327 -2.511402 0.377327  0.2717
H 2.028987 -2.731912 -3.327963  0.3537
H 0.307627 -2.764132 -2.743003  -0.4005
H 2.061197 -5.119362 -3.459063  0.4096
H 0.738857 -4.446712 -4.473443  0.4261
H 0.231287 -5.468692 -1.779613  0.2531
H 0.883317 -7.290962 -3.315563  0.3726
H -0.364853 -6.788002 -4.325593  0.3682
H -0.859053 -8.578482 -2.897623  0.3752
H -2.088093 -7.334942 -2.596983  0.3519
H -1.325983 -9.601892 -0.623213  0.3053
H -2.695723 -8.494622 -0.475483  0.3048
H -1.507783 -8.582062 0.750387  0.2643
C 1.966927 4.425838 2.507177  -1.0748
C 1.368267 4.987138 1.239117  0.4497
C -0.176353 4.741388 1.224207  -0.5950
O 1.499117 6.338318 1.326077  -0.5857
H 1.499177 4.857108 3.392237  0.4066
H 3.031907 4.655968 2.538037  0.3201
H 1.840177 3.345488 2.577067  0.0408
H 1.941207 4.624908 0.385527  0.0333
H -0.541593 4.804668 0.199177  0.1406
H -0.730343 5.464418 1.822897  0.4323
H -0.357393 3.684058 1.417547  -0.0892
H 0.952927 6.541808 2.088887  0.4280

Forces on atoms 1 to 2 (eV/Å):
-0.56 -0.32 -0.75
-0.27 0.40 0.11

Output
spin multiplicity = 4
frontier orbital gap (spin up / spin down) = 8.793 / 8.758 eV

---

[2]
Molecular formula: C17H11BBr2F4NO4Re
Method: DFT, ωB97M-V with the def2-TZVPD basis set

Each line ends with the Mulliken charge.
CARTESIAN COORDINATES (ANGSTROEM)
Re 0.164407 1.512296 -0.419456  1.9756
C -1.964333 1.504797 2.150381  -1.4713
C -0.589232 1.052392 2.509879  1.2004
C -0.243942 0.695817 3.825445  -1.0297
C 1.031687 0.313332 4.146984  -0.5510
C 2.039100 0.289993 3.160461  0.3188
C 3.407952 -0.050618 3.341643  -0.2421
Br 4.023062 -0.569985 5.038647  -0.1485
C 4.284557 0.005276 2.292732  -0.2686
C 3.860668 0.400552 1.002370  -0.2991
Br 5.086648 0.496861 -0.403114  -0.0805
C 2.545739 0.718735 0.797431  0.9090
O 2.015693 1.119438 -0.394862  -0.7552
C 1.647830 0.657555 1.871068  0.4239
N 0.352348 1.009748 1.563229  0.2354
H -2.576934 1.585188 3.044537  0.4253
H -2.447140 0.812336 1.459430  0.2661
H -1.936155 2.489638 1.674963  0.3276
H -1.013208 0.733052 4.582742  0.4311
H 1.279977 0.041247 5.164437  0.3923
H 5.324788 -0.247480 2.440445  0.4508
O -3.984023 -2.370180 -2.334101  -0.4999
C -2.705187 -2.453698 -2.740699  0.8728
C -2.313661 -3.329768 -3.752425  -0.8079
C -0.997185 -3.390018 -4.155741  -0.4654
C -0.031025 -2.576235 -3.564220  -0.9924
C -0.415544 -1.698104 -2.577441  -0.0555
C -1.747247 -1.615658 -2.146484  0.2124
C -2.152277 -0.682611 -1.095597  0.5315
O -3.149183 -0.610258 -0.458513  -0.5304
O -1.136935 0.280544 -0.789901  -0.5393
H -4.525837 -2.979300 -2.845905  0.3214
H -3.058683 -3.962692 -4.219625  0.3159
H -0.716804 -4.078044 -4.942097  0.4004
H 1.000899 -2.629159 -3.878264  0.4335
H 0.333250 -1.067861 -2.117775  0.2860
F -1.420093 3.719006 -0.918009  -0.2567
B -0.191958 3.856543 -1.505988  0.3102
F 0.122801 4.934069 -2.176132  -0.2057
F 0.006242 2.560496 -2.255009  -0.4567
F 0.788939 3.522767 -0.375454  -0.3845

Forces on atoms 1 to 2 (eV/Å):
-0.32 -0.03 -0.17
-0.01 0.04 0.01

Output
energy above the lowest of the compared OMol25 structures with the same formula, charge and spin = 17.6 kcal/mol
spin multiplicity = 4
charge = +1
frontier orbital gap (spin up / spin down) = 7.481 / 6.357 eV

---

[3]
Molecular formula: C5H8BrN4
Method: DFT, ωB97M-V with the def2-TZVPD basis set

Each line ends with the Mulliken charge.
CARTESIAN COORDINATES (ANGSTROEM)
C 0.274483 -0.030631 2.220202  0.0970
C -2.007682 0.207855 0.331501  -0.0626
C -0.813502 -0.893544 2.234896  0.2072
C 2.000754 -0.287608 -1.909336  -1.1674
C 1.190995 0.861235 -1.100120  -0.3307
N 1.233245 0.615427 2.210544  -0.3293
N -1.876564 -0.693463 1.436271  -0.2798
N 0.255699 0.257061 -0.249696  -0.3471
N -0.981895 0.682801 -0.330405  0.1137
Br -3.441149 -1.943542 1.850610  0.1604
H -2.951272 0.447317 -0.067806  0.3875
H -0.836420 -1.592141 2.970483  0.5128
H 1.330641 -0.580101 -2.656283  0.3566
H 2.909270 0.022751 -2.538951  0.3312
H 2.252691 -1.071749 -1.164681  0.3438
H 2.000237 1.165081 -0.464777  0.2586
H 0.834735 1.448915 -1.868996  0.4768
H -1.374265 1.384334 -0.903456  0.2713

Forces on atoms 1 to 2 (eV/Å):
1.09 0.69 0.20
-0.18 -3.10 3.88

Output
energy above the lowest of the compared OMol25 structures with the same formula, charge and spin = 1.9 kcal/mol
charge = +1
frontier orbital gap (spin up / spin down) = 6.582 / 6.887 eV

---

[4]
Molecular formula: C23H41Br2F5N3O3S
Method: DFT, ωB97M-V with the def2-TZVPD basis set

Each line ends with the Mulliken charge.
CARTESIAN COORDINATES (ANGSTROEM)
C -0.746095 -4.920036 -2.883648  -1.4781
C -1.632896 -3.680312 -2.626637  2.4211
C -2.908596 -4.072359 -1.871748  -1.8879
C -2.016340 -2.938141 -3.931918  -1.9138
C -1.063916 -1.804869 -4.342144  1.0008
C 0.338477 -2.331195 -4.671272  -1.5497
C -1.049597 -0.690953 -3.277410  -0.9804
O 0.263120 -0.159478 -3.033507  -0.4935
C 0.759193 -0.340959 -1.747060  1.1079
C 0.584191 0.914852 -0.911298  -2.5186
C 1.531333 1.050005 0.302196  0.8552
C 0.855146 0.488510 1.601411  -0.6983
Br -0.492272 1.721727 2.288127  0.0062
C 0.103395 -0.850539 1.496835  0.1477
C -0.621580 -1.223127 2.799999  -1.3598
Br 1.262262 -2.365617 1.036525  -0.0638
C 1.871309 2.581473 0.407387  0.5737
F 0.765812 3.301517 0.141168  -0.2791
F 2.276274 2.904515 1.652006  -0.3653
C 2.920029 3.207871 -0.544446  -0.1019
F 2.721131 2.756134 -1.809146  -0.2570
F 4.180799 2.919126 -0.190160  -0.2633
N 2.778886 0.250110 0.105926  1.1850
C 3.868428 0.392261 1.096355  -1.4872
C 4.368723 -0.910051 1.736686  -0.9731
C 4.891481 -1.919785 0.740730  -0.2681
F 6.034169 -1.368670 0.117448  -0.3555
C 3.132563 -0.071235 -1.168723  -0.9742
N 4.362653 0.083157 -1.674057  -0.0418
N 2.192689 -0.637682 -1.935975  0.2121
H -1.188264 -5.812434 -2.437109  0.4435
H 0.244823 -4.804725 -2.433559  0.2784
H -0.586444 -5.109122 -3.946769  0.2835
H -1.064592 -2.981830 -1.997914  -0.8574
H -2.686136 -4.661070 -0.980891  0.4613
H -3.552017 -4.652963 -2.540400  0.4096
H -3.473627 -3.177158 -1.594825  0.4064
H -3.046354 -2.570707 -3.886327  0.3753
H -1.991847 -3.680774 -4.737217  0.5851
H -1.440121 -1.345989 -5.262369  0.4732
H 0.260822 -3.211505 -5.313644  0.4300
H 0.890518 -2.633833 -3.774420  0.1287
H 0.924244 -1.586816 -5.216212  0.3899
H -1.495224 -1.036069 -2.340314  0.3749
H -1.655774 0.151019 -3.622611  0.3532
H 0.297087 -1.219575 -1.287703  -0.3181
H -0.443070 0.932026 -0.537222  0.4341
H 0.667197 1.755169 -1.595845  0.6446
H 1.597460 0.408201 2.395931  0.6472
H -0.646951 -0.796164 0.706535  0.3001
H -0.684665 -2.309731 2.872571  0.4897
H -0.074831 -0.875253 3.677362  0.3040
H -1.641910 -0.842694 2.801073  0.3877
H 2.779774 4.290879 -0.528154  0.4065
H 3.565538 1.079132 1.882608  0.6648
H 4.731536 0.869323 0.633443  0.9219
H 3.643293 -1.360228 2.415020  0.3224
H 5.221297 -0.606575 2.355915  0.4775
H 5.199721 -2.844288 1.229389  0.4236
H 4.181194 -2.154755 -0.056039  0.1718
H 5.198415 -0.006932 -1.115890  0.2864
H 4.447376 0.294296 -2.654964  0.2703
H 2.430919 -0.689545 -2.921673  0.4189
C -5.038874 4.745309 3.585968  -0.5950
C -3.546404 5.057026 3.765981  -0.5496
C -2.995669 4.070028 4.802807  -0.5866
S -4.018353 2.592523 4.676958  1.0459
O -4.741574 2.421267 5.907568  -0.6740
O -3.243352 1.501575 4.133482  -0.5483
C -5.135149 3.231202 3.431485  -0.6650
H -5.459285 5.258845 2.723096  0.3459
H -5.595356 5.063217 4.469545  0.3098
H -3.028126 4.922912 2.813802  0.2193
H -3.384273 6.085244 4.084325  0.3353
H -1.961638 3.787999 4.619309  0.2798
H -3.099656 4.442069 5.819924  0.3687
H -6.126958 2.824583 3.613464  0.4013
H -4.765489 2.900644 2.460857  0.3241

Forces on atoms 1 to 2 (eV/Å):
0.22 0.13 0.15
-0.16 0.04 -0.18

Output
energy above the lowest of the compared OMol25 structures with the same formula, charge and spin = 6.0 kcal/mol
charge = +1
frontier orbital gap = 9.646 eV